Entry 1:
Entry from the Open Molecules 2025 dataset: a 2-piece molecular cluster, C8H16N2O overall at a distorted geometry (the ωB97M-V functional and the def2-TZVPD basis).

Each line ends with the Mulliken charge.
CARTESIAN COORDINATES (ANGSTROEM)
1 C -0.57 2.32 0.55  0.0043
2 C -2.83 -1.40 0.32  -0.7079
3 C -2.23 -0.63 -0.75  -0.5046
4 C -1.38 -1.22 0.32  0.3303
5 C 2.36 1.21 0.37  -1.7532
6 C 1.73 -1.24 0.16  -1.8712
7 C 0.92 0.44 -1.43  -1.4699
8 C 1.25 0.20 -0.01  2.0289
9 N -0.80 -0.34 1.23  -0.1210
10 N 0.27 0.50 1.08  -0.6716
11 O -1.35 2.45 -0.33  -0.3860
12 H -0.11 3.02 1.16  0.4726
13 H -3.47 -0.94 1.01  0.3166
14 H -3.07 -2.41 0.05  0.2537
15 H -2.28 -1.04 -1.73  0.3490
16 H -2.41 0.41 -0.71  0.1157
17 H -0.81 -2.00 -0.12  -0.0534
18 H 2.25 2.30 0.26  0.2939
19 H 2.59 1.08 1.49  0.3874
20 H 3.30 0.95 -0.09  0.4590
21 H 1.53 -1.57 1.18  0.4837
22 H 2.73 -1.34 -0.06  0.5020
23 H 1.22 -2.10 -0.38  0.2726
24 H 0.12 -0.27 -1.79  0.2537
25 H 0.43 1.30 -1.78  0.4152
26 H 1.82 0.45 -2.14  0.3470
27 H -1.19 -0.16 2.15  0.2533

Its energy relative to the best compared isomer or geometry (same formula, charge and spin) is 6.028 eV. As for the maximum force: 0.09110 hartree/bohr. Its charge is 0. For the HOMO energy, the calculation gives -6.9 eV. The frontier orbital gap comes out at 7.85 eV.

---

Entry 2:
Entry from the Open Molecules 2025 dataset: C17H25BrN5O3PtS as an isolated structure at a distorted geometry (the ωB97M-V functional and the def2-TZVPD basis).

Each line ends with the Mulliken spin population.
CARTESIAN COORDINATES (ANGSTROEM)
1 Pt -0.40 -0.51 -0.16  1.5489
2 N -0.34 -2.62 1.89  0.2838
3 C -1.50 -2.61 2.60  0.1911
4 C -2.42 -1.13 2.24  0.0846
5 O -3.32 -1.08 2.99  0.3801
6 O -1.99 -0.39 1.34  0.2424
7 H -0.30 -3.21 1.05  -0.0246
8 H 0.53 -2.57 2.41  -0.0096
9 H -1.38 -2.50 3.68  0.0102
10 H -2.26 -3.33 2.31  0.0191
11 O -0.82 -2.37 -1.34  0.0787
12 C 0.22 -3.27 -1.78  0.0121
13 C 1.00 -2.72 -2.95  -0.0092
14 C 1.48 -1.30 -2.66  0.0563
15 C 2.32 -1.24 -1.43  -0.0167
16 C 3.67 -1.57 -1.45  0.0042
17 C 4.41 -1.54 -0.29  0.0003
18 C 3.79 -1.17 0.90  0.0056
19 C 2.45 -0.85 0.87  -0.0054
20 N 1.73 -0.90 -0.27  0.1473
21 H -1.52 -2.36 -2.01  -0.0132
22 H -0.23 -4.25 -2.00  0.0030
23 H 0.86 -3.39 -0.90  0.0014
24 H 0.42 -2.74 -3.87  0.0004
25 H 1.85 -3.39 -3.11  0.0008
26 H 0.60 -0.65 -2.53  -0.0085
27 H 2.02 -0.90 -3.52  0.0022
28 H 4.14 -1.84 -2.39  0.0007
29 H 5.46 -1.79 -0.30  0.0002
30 H 4.33 -1.12 1.83  0.0016
31 H 1.92 -0.54 1.76  -0.0009
32 C -3.92 2.99 0.63  -0.0047
33 N -3.09 1.92 0.09  0.0313
34 C -2.61 1.90 -1.13  -0.0090
35 N -2.74 2.89 -1.99  0.0245
36 S -1.81 0.44 -1.73  0.7538
37 H -4.44 2.61 1.51  0.0013
38 H -4.67 3.29 -0.10  0.0025
39 H -3.31 3.85 0.92  0.0043
40 H -2.88 1.12 0.69  0.0013
41 H -3.26 3.74 -1.75  -0.0027
42 H -2.45 2.79 -2.95  0.0022
43 Br 2.28 4.67 -0.89  0.0036
44 C 1.35 3.56 0.31  0.0146
45 C 1.11 3.95 1.62  -0.0063
46 C 0.42 3.08 2.45  0.0133
47 C -0.02 1.86 1.95  -0.0040
48 N 0.22 1.50 0.68  0.1752
49 C 0.89 2.32 -0.13  -0.0002
50 H 1.47 4.90 1.99  -0.0001
51 H 0.21 3.34 3.48  0.0008
52 H -0.55 1.16 2.56  0.0057
53 H 1.08 1.99 -1.14  0.0057

Its energy relative to the best compared isomer or geometry (same formula, charge and spin) is 0.000 eV. As for the maximum force: 0.02932 hartree/bohr. As for the expectation value of S²: 6.019. Its charge is +3. For the HOMO energy (alpha / beta), the calculation gives -17.5 / -17.5 eV. The frontier orbital gap (alpha / beta) comes out at 9.25 / 4.63 eV. As for the multiplicity: 5.

---

Entry 3:
Entry from the Open Molecules 2025 dataset: a 2-piece molecular cluster, C3H5O2 overall at a distorted geometry (the ωB97M-V functional and the def2-TZVPD basis).

Each line ends with the Mulliken charge.
CARTESIAN COORDINATES (ANGSTROEM)
1 C -3.12 -0.15 0.06  0.2759
2 C 0.17 0.68 0.00  -0.6085
3 C -0.57 -0.60 -0.05  -0.8636
4 O -3.66 -0.84 -0.75  -0.3891
5 O -3.24 0.59 0.99  -0.3731
6 H 1.25 0.70 -0.59  0.1715
7 H -0.44 1.52 -0.29  0.1949
8 H 0.55 0.87 1.00  0.2225
9 H -0.24 -1.28 0.76  0.1840
10 H -0.66 -1.12 -1.04  0.1856

Its energy relative to the best compared isomer or geometry (same formula, charge and spin) is 2.453 eV. As for the maximum force: 0.05816 hartree/bohr. Its charge is -1. For the HOMO energy (alpha / beta), the calculation gives -1.7 / -1.7 eV. The frontier orbital gap (alpha / beta) comes out at 6.06 / 6.06 eV.